1.
Entry from the OMol25 dataset: a structure of composition C10H30BF4KO5 (wB97M-V/def2-TZVPD).

Summary:
HOMO energy = -9.9142 eV
Charge = 0
Energy above the lowest of the compared OMol25 structures with the same formula, charge and spin = 80.8 kcal per mole
Multiplicity = 1

Geometry as XYZ:
```
51
Properties=species:S:1:pos:R:3:mulliken_charge:R:1
K 0.03082 0.63499 -0.04170 0.911
B -0.49481 3.16989 -4.16265 0.549
F -0.82879 4.34544 -4.76922 -0.365
F 0.78523 2.86731 -4.41624 -0.378
F -0.61313 3.21430 -2.79804 -0.378
F -1.25683 2.16884 -4.72204 -0.415
C 1.64859 -3.35849 4.14674 -0.947
C 2.37666 -2.31210 3.24504 -0.220
O 2.05820 -2.61347 1.91805 -0.481
H 1.93058 -4.39653 3.97050 0.301
H 0.58606 -3.37339 3.90399 0.252
H 1.73817 -3.17795 5.21795 0.331
H 3.45212 -2.25186 3.41197 0.275
H 2.09111 -1.28218 3.45906 0.212
H 2.69220 -3.21868 1.52643 0.288
C -2.62711 0.86505 4.64729 -0.954
C -3.63254 1.21242 3.52213 -0.242
O -2.90340 1.64256 2.43389 -0.477
H -1.95215 1.69930 4.83850 0.273
H -2.16439 -0.08399 4.37656 0.220
H -3.12990 0.69537 5.59941 0.344
H -4.20013 2.03792 3.95165 0.286
H -4.37779 0.45068 3.29309 0.267
H -3.28911 2.45214 2.09123 0.301
C 3.90976 3.41666 -0.39244 -0.959
C 3.69575 3.77225 1.12005 -0.252
O 2.39514 3.44887 1.55994 -0.486
H 3.79177 2.38428 -0.72165 0.264
H 4.94271 3.70796 -0.58287 0.314
H 3.24565 4.02901 -1.00243 0.298
H 3.86117 4.84214 1.24682 0.291
H 4.36519 3.28248 1.82720 0.273
H 2.10866 4.10236 2.20218 0.279
C -3.68940 -0.76204 -2.13955 -1.019
C -4.07328 -1.95977 -1.26341 -0.143
O -2.96727 -2.05511 -0.34916 -0.483
H -2.74097 -0.93170 -2.64925 0.228
H -3.64252 0.20260 -1.63419 0.261
H -4.42015 -0.68244 -2.94439 0.366
H -4.18594 -2.86002 -1.86751 0.282
H -4.95363 -1.68537 -0.68222 0.275
H -3.10709 -2.72703 0.32210 0.254
C 1.56267 -3.32415 -3.79756 -1.038
C 1.49091 -1.90279 -4.48510 -0.217
O 1.71578 -0.91342 -3.51620 -0.494
H 1.24056 -4.17866 -4.39267 0.354
H 0.92445 -3.41888 -2.91903 0.251
H 2.57191 -3.47836 -3.41578 0.273
H 0.47679 -1.80426 -4.87233 0.265
H 2.08709 -1.82511 -5.39429 0.306
H 1.47467 -0.06709 -3.89986 0.304
```

=====

2.
Entry from the OMol25 dataset: a structure of composition C6H19B4NaO8 (wB97M-V/def2-TZVPD).

Summary:
HOMO energy = -7.0931 eV
Charge = 0
Multiplicity = 1

Geometry as XYZ:
```
38
Properties=species:S:1:pos:R:3:mulliken_charge:R:1
C -3.60004 -0.57258 -2.35027 -1.396
C -2.07414 -0.54355 -2.46273 0.404
C -1.45526 -1.85541 -1.97077 -0.967
C -0.06655 -1.75099 -1.30425 -0.098
O 0.53289 -0.50406 -1.51611 -0.187
B 1.51685 -0.09807 -0.49248 1.361
O 2.36814 1.12015 -1.08377 -0.507
B 1.64615 2.15594 -0.76234 0.717
O 0.27121 2.37160 -1.19906 -0.665
O 2.19152 3.20571 0.05483 -0.568
B 2.74161 -1.31124 -0.13860 0.043
O 2.88355 -1.96966 1.09097 -0.638
O 3.67593 -1.64694 -1.11312 -0.650
B 0.63736 0.52658 0.92649 0.243
O -0.76047 0.51396 0.89400 -0.899
O 1.18628 1.01467 2.10091 -0.746
C 0.82149 0.41369 3.34232 -0.305
C -0.23759 1.21077 4.10148 -1.003
H -4.06884 0.16338 -3.00172 0.384
H -3.91299 -0.31600 -1.33612 0.317
H -4.00443 -1.56151 -2.56233 0.333
H -1.69468 0.29020 -1.87657 -0.142
H -1.82684 -0.39262 -3.51106 0.360
H -2.13846 -2.28141 -1.23153 0.365
H -1.42400 -2.57150 -2.79067 0.357
H 0.57459 -2.53625 -1.72960 0.224
H -0.17050 -1.96260 -0.23037 0.079
H -0.37632 2.27833 -0.50159 0.163
H 1.57785 3.40838 0.74769 0.232
H 2.16728 -2.57614 1.28357 0.291
H 3.39079 -2.35182 -1.69581 0.290
H -1.01805 0.43868 -0.03482 0.234
H 1.73232 0.29684 3.92444 0.449
H 0.44633 -0.59341 3.15456 0.225
H -1.20605 0.71650 4.05034 0.283
H -0.35566 2.19727 3.65825 0.131
H 0.00692 1.30165 5.15803 0.339
Na 0.02179 3.77149 0.40780 0.949
```

=====

3.
Entry from the OMol25 dataset: the ion C11H18NO3 with charge +1 (wB97M-V/def2-TZVPD).

Summary:
HOMO energy = -11.4689 eV
Charge = +1
Energy above the lowest of the compared OMol25 structures with the same formula, charge and spin = 0.0 kcal per mole
Multiplicity = 1

Geometry as XYZ:
```
33
Properties=species:S:1:pos:R:3:mulliken_charge:R:1
C -1.89405 -1.99118 -1.25603 -1.420
C -1.52607 -1.11651 -0.06992 0.708
C -2.00665 -1.70763 1.24549 -1.492
H -3.08569 -1.84479 1.24509 0.382
H -1.72959 -1.07469 2.08503 0.409
H -1.54851 -2.67982 1.39901 0.421
H -0.44510 -0.95687 -0.03256 -0.170
N -2.16127 0.23186 -0.23883 -0.072
H -3.13169 0.08949 -0.53347 0.472
H -2.16709 0.73996 0.66931 0.447
C -1.46612 1.18424 -1.13795 -0.860
H -2.20475 1.85336 -1.58092 0.469
H -0.93334 0.65719 -1.92723 0.342
C -0.49048 2.01156 -0.27284 -0.129
C 0.77723 1.24031 0.04318 -0.167
C 1.05441 0.77667 1.31879 -0.429
C 2.22881 0.08032 1.56858 -0.820
C 3.12691 -0.16410 0.54783 1.254
C 2.84896 0.29755 -0.75450 0.088
C 1.67908 0.99894 -0.98874 -0.682
H 1.49858 1.36715 -1.98589 0.548
O 3.70228 0.06355 -1.76594 -0.577
H 4.47998 -0.40187 -1.42436 0.326
O 4.29709 -0.83929 0.70833 -0.580
H 4.43515 -1.07494 1.63261 0.310
H 2.44443 -0.26741 2.56825 0.311
H 0.36928 0.95806 2.13295 0.465
O -1.24093 2.35220 0.87999 -0.680
H -0.74005 2.97434 1.41704 0.402
H -0.22359 2.91425 -0.83844 0.522
H -1.39559 -2.95173 -1.16933 0.412
H -1.58535 -1.54586 -2.19797 0.400
H -2.96629 -2.17435 -1.28658 0.387
```

=====

Going through the records in order, we get E_tot values of -1799.60936, -1103.87825, -710.21366 hartree.